Below is 5 unconnected molecules or ions with the total composition C46H45BFN6O5PS2 at a distorted geometry, with properties calculated with ωB97M-V/def2-TZVPD.

```
107
Properties=species:S:1:pos:R:3:forces:R:3
N 2.67508 1.10410 7.57851 -0.57 0.43 -0.01
P 1.11571 1.11381 7.35091 0.94 0.25 -0.14
C 0.57858 0.40898 5.75300 -0.17 -0.14 1.21
C 0.51021 1.17463 4.60725 0.02 -0.02 0.05
C 0.06731 0.60282 3.41861 0.01 0.88 -0.97
B 0.00284 1.52986 2.11962 -0.80 -0.06 0.03
O 0.91188 1.37967 1.10877 0.05 0.15 0.90
O -0.97925 2.50654 2.07786 0.63 -0.04 0.29
C -0.29998 -0.72801 3.39471 -0.08 -0.47 -0.12
C -0.20504 -1.48583 4.55641 -0.35 -1.43 -0.21
C 0.23379 -0.94061 5.73345 0.13 0.64 0.55
C -0.59283 -2.94711 4.51170 -0.09 -0.55 0.05
O -1.07074 -3.54090 5.45710 0.45 0.66 -0.51
C -0.31453 -3.63298 3.18258 -0.31 1.23 1.05
C 0.03789 -4.95097 3.14961 -0.22 -0.75 0.04
F 0.11355 -5.68063 4.26504 0.10 0.09 -0.14
C 0.30369 -5.57837 1.93238 0.24 -0.19 0.08
O 0.63302 -6.89430 1.93794 0.16 0.10 0.15
C 0.22445 -4.82283 0.78699 0.23 -0.06 -0.48
C -0.11324 -3.47649 0.79997 -0.67 0.98 -0.43
C -0.12647 -2.74318 -0.53591 0.46 -0.79 -0.54
C 1.34194 -2.57319 -1.03771 -0.20 -0.02 0.58
C 2.03409 -1.24859 -0.61364 0.22 -0.85 -0.68
S 2.03047 -0.15898 -2.06253 0.19 1.02 0.26
C 2.97765 1.26505 -1.55727 -0.50 -1.12 0.45
S 3.85599 1.20821 -0.19009 0.13 0.34 -0.09
N 2.83729 2.37572 -2.44966 0.69 0.42 0.44
C 1.97757 3.40786 -1.93030 -0.92 -0.53 0.12
C 2.30812 4.74012 -1.82416 1.22 0.55 -0.37
C 1.42831 5.68609 -1.32062 0.21 -0.14 -0.12
C 0.16995 5.29127 -0.93694 -0.42 0.66 0.31
C -0.20255 3.96062 -1.06702 -0.46 0.67 0.38
C 0.69229 3.03896 -1.53863 -0.41 -0.83 -0.19
C 4.09621 2.85119 -2.98601 -0.04 -0.50 -0.91
C 4.27964 2.69425 -4.34786 -0.32 -0.12 -0.52
C 5.45509 3.11458 -4.93333 0.62 0.13 -0.84
C 6.46736 3.68091 -4.18997 0.79 0.29 0.43
C 6.31950 3.81937 -2.81949 -0.21 -0.02 -0.38
C 5.12859 3.40737 -2.26184 -0.08 0.18 1.88
C -0.40750 -2.86310 2.01208 0.04 0.14 -0.01
C -0.82691 -1.41019 2.15081 -0.06 -0.42 -0.08
O -1.55520 -0.85538 1.35038 0.71 0.05 0.47
H 2.95348 2.07399 7.71835 0.40 -0.25 0.03
H 0.39175 0.38557 8.33476 -0.18 0.02 -0.48
H 0.54867 2.41658 7.39401 -0.28 -0.38 -0.09
H 0.80913 2.22106 4.64383 -0.11 -0.11 -0.05
H 1.65243 0.88787 1.49442 0.12 -0.06 -0.57
H -0.58481 3.37940 2.20156 -0.26 0.08 -0.48
H 0.32185 -1.51898 6.65020 -0.21 -0.15 -0.27
H 1.24391 -7.07961 1.21367 -0.22 -0.07 -0.08
H 0.45534 -5.28929 -0.17246 -0.07 -0.02 0.20
H -0.71338 -1.82417 -0.53345 0.28 -0.05 0.13
H -0.61134 -3.42268 -1.25431 -0.06 0.24 0.19
H 1.41468 -2.76925 -2.11519 -0.04 0.32 0.16
H 1.92471 -3.37174 -0.55909 -0.10 0.09 -0.25
H 3.06653 -1.50485 -0.35958 -0.14 0.45 0.07
H 1.52468 -0.78796 0.23673 0.14 0.02 -0.24
H 3.28147 5.10336 -2.14308 -0.11 -0.22 0.03
H 1.77421 6.71384 -1.24954 -0.22 -0.12 0.03
H -0.51691 6.03496 -0.53670 -0.01 -0.22 -0.10
H -1.21429 3.68696 -0.77736 0.24 -0.23 -0.08
H 0.33762 2.01389 -1.61637 0.33 0.11 -0.08
H 3.51273 2.25144 -4.97980 -0.01 0.04 0.32
H 5.64421 3.00753 -5.99981 -0.36 -0.10 0.13
H 7.40479 4.00902 -4.63349 -0.25 -0.12 -0.20
H 7.09792 4.24595 -2.19388 -0.11 -0.07 -0.13
H 5.01171 3.50982 -1.18378 -0.07 -0.01 -0.24
N -2.40034 -0.12041 -5.84992 -0.04 -0.02 0.09
C -1.06689 -0.23345 -5.56212 0.01 0.05 -0.05
C -0.95050 -0.65492 -4.26501 0.01 -0.08 -0.03
C -2.26554 -0.80849 -3.74825 -0.02 -0.02 0.02
C -3.13802 -0.47411 -4.74773 -0.01 0.03 -0.09
H -2.77680 0.17486 -6.73273 0.07 -0.09 -0.04
H -0.31981 -0.00342 -6.30274 0.01 0.01 0.03
H -0.02605 -0.83465 -3.74209 -0.05 0.04 -0.05
H -2.53855 -1.12812 -2.75568 -0.01 0.03 -0.01
H -4.21491 -0.45748 -4.76968 0.01 -0.07 0.08
N -5.58042 1.50761 -6.18018 -0.13 0.05 -0.07
C -5.97144 2.79745 -6.41797 0.07 0.01 -0.04
C -7.32140 2.79272 -6.64501 0.02 0.03 0.00
C -7.76470 1.44726 -6.53501 -0.02 -0.04 0.01
C -6.66921 0.67946 -6.24539 0.07 -0.06 -0.01
H -4.64164 1.21461 -5.98708 -0.01 0.12 0.14
H -5.25703 3.60313 -6.40578 -0.03 0.00 0.00
H -7.92560 3.65733 -6.86432 0.01 -0.01 0.01
H -8.77269 1.08595 -6.65418 0.01 0.00 0.01
H -6.56966 -0.38072 -6.08141 -0.03 0.01 -0.01
N -1.30155 3.99393 9.21917 -0.10 0.01 -0.03
C -1.69773 5.26870 8.91417 0.11 0.01 -0.02
C -3.03205 5.23449 8.61219 0.01 0.04 0.00
C -3.46168 3.88708 8.74428 -0.02 -0.06 0.00
C -2.37426 3.14650 9.12159 0.10 -0.05 -0.02
H -0.36995 3.72345 9.47492 -0.03 0.02 0.07
H -0.99696 6.08608 8.93771 -0.03 0.00 0.00
H -3.63499 6.08120 8.32892 0.01 -0.01 0.01
H -4.45614 3.50609 8.58122 0.01 0.00 0.01
H -2.26981 2.09432 9.32758 -0.03 0.01 0.00
N 0.62364 -7.50838 -3.17298 0.07 -0.03 0.07
C -0.03561 -8.08620 -2.12110 -0.06 0.12 0.03
C 0.57882 -9.27803 -1.84194 0.02 0.03 0.07
C 1.65498 -9.42306 -2.75871 0.04 0.01 -0.02
C 1.65749 -8.31555 -3.56397 -0.01 0.03 -0.05
H 0.38566 -6.62862 -3.59289 -0.01 -0.03 -0.02
H -0.88300 -7.60116 -1.66526 -0.02 -0.05 -0.01
H 0.29014 -9.96891 -1.06701 -0.01 0.01 -0.02
H 2.34713 -10.24645 -2.81905 -0.01 0.01 0.00
H 2.30215 -8.03311 -4.37895 0.00 -0.03 0.01
```
Forces are in eV/Å.

Calculated values
Lowest unoccupied orbital energy, eV: -1.01
Total charge: 0
DFT total energy, eV: -101962.9351
SMILES string: N=[PH2]c1cc(B(O)O)c2c(c1)C(=O)c1c(F)c(O)cc(CCCSC(=S)N(c3ccccc3)c3ccccc3)c1C2=O.c1cc[nH]c1.c1cc[nH]c1.c1cc[nH]c1.c1cc[nH]c1
F_max, eV/A: 1.9
Orbital gap, hartree: 0.273
HOMO, Ha: -0.3097

---

Below is a molecular structure, C28H36CsF6N2O4P2SSb at a distorted geometry, with properties calculated with ωB97M-V/def2-TZVPD.

```
81
Properties=species:S:1:pos:R:3:forces:R:3
Cs -0.56392 -0.18867 -0.80562 -1.15 0.28 0.41
C -2.22468 -4.73073 0.55681 -0.06 0.04 0.01
O -0.99660 -5.33953 0.97437 0.07 0.04 -0.10
C 0.20217 -4.91260 0.55685 -0.13 -0.11 0.12
C 1.28100 -5.70511 0.92163 0.13 0.01 -0.02
C 2.55912 -5.33119 0.55862 -0.12 -0.04 0.02
C 2.79427 -4.16147 -0.18845 0.22 0.20 -0.17
C 1.77657 -3.34257 -0.58151 -0.05 -0.28 0.27
C 1.97767 -2.08265 -1.34559 0.11 0.10 -0.19
N 2.33866 -0.96246 -0.85498 0.14 -0.07 0.27
N 2.71891 -0.95915 0.46841 -0.23 -0.08 -0.02
C 2.18719 -0.00863 1.21547 0.33 0.03 0.48
O 1.26989 0.81857 0.97385 0.48 0.08 -0.18
C 2.78233 0.02589 2.61578 0.01 -0.02 -0.06
C 2.37530 1.03030 3.48658 -0.03 0.00 -0.02
C 2.90108 1.11585 4.76847 0.00 0.01 0.02
C 3.83986 0.18961 5.19976 0.00 0.00 0.01
C 4.24834 -0.82137 4.33787 -0.01 0.01 -0.01
C 3.72430 -0.90175 3.05610 0.01 0.01 0.00
C 0.41035 -3.67405 -0.18556 0.03 0.19 0.01
O -0.53773 -2.89612 -0.41723 0.16 -0.82 -0.01
H -2.99707 -5.41455 0.90267 0.01 0.00 0.00
H -2.26928 -4.62201 -0.52449 0.01 -0.02 0.00
H -2.35035 -3.75111 1.01321 0.01 0.00 0.00
H 1.09131 -6.60209 1.49590 0.00 0.00 0.00
H 3.40124 -5.94493 0.85111 -0.02 -0.02 0.01
H 3.81427 -3.89749 -0.43867 -0.02 0.04 -0.01
H 1.70549 -2.06112 -2.40001 -0.03 -0.14 0.03
H 1.63548 1.73497 3.12914 0.01 0.00 0.00
H 2.57498 1.90654 5.43433 0.00 0.00 0.00
H 4.24921 0.25212 6.20115 0.00 0.00 0.00
H 4.97818 -1.55119 4.66877 0.00 0.00 0.00
H 4.03227 -1.68261 2.37420 0.00 0.00 -0.01
C -1.78280 4.10006 0.98629 0.00 0.00 0.00
P -2.60515 2.55812 0.41973 -0.06 -0.11 -0.07
C -3.75609 3.26676 -0.82481 -0.02 -0.02 0.01
C -3.74450 2.27893 1.84498 0.01 0.04 0.00
C -4.63652 1.04198 1.69895 -0.03 -0.05 -0.01
P -3.78559 -0.54153 1.19280 0.14 0.24 0.17
C -4.24646 -0.63294 -0.57910 -0.21 -0.08 -0.19
C -5.03392 -1.69478 1.90703 -0.04 -0.06 -0.09
H -2.49269 4.81796 1.40658 -0.01 0.00 -0.01
H -1.28564 4.55803 0.12959 0.02 0.00 0.01
H -1.01863 3.86449 1.72747 0.00 -0.01 0.00
H -4.25857 4.17215 -0.47280 0.00 0.00 0.02
H -4.50818 2.52355 -1.09538 0.01 0.00 -0.01
H -3.18757 3.48530 -1.72990 -0.02 0.01 -0.01
H -4.36361 3.16567 2.02577 0.02 0.01 0.02
H -3.09397 2.15526 2.71629 0.00 -0.02 0.00
H -5.45356 1.23612 0.99558 0.01 0.00 -0.01
H -5.10440 0.82980 2.66476 -0.03 0.02 -0.01
H -5.32870 -0.53156 -0.70825 0.01 0.00 -0.01
H -3.93781 -1.58981 -1.00580 0.02 -0.01 0.05
H -3.76103 0.13414 -1.18627 0.06 0.03 0.13
H -6.06125 -1.40919 1.66373 0.01 0.01 -0.02
H -4.91474 -1.70532 2.99124 -0.03 -0.02 0.01
H -4.86103 -2.70812 1.54041 0.02 0.00 0.00
F -0.33094 -0.32797 -3.47695 0.23 -0.09 -0.87
Sb -1.88379 -0.23833 -4.58755 0.02 -0.14 0.43
F -2.56419 0.99078 -3.30072 -0.11 0.13 -0.21
F -2.63962 -1.59182 -3.47866 0.04 -0.05 -0.20
F -3.45154 -0.16742 -5.63506 -0.02 0.06 0.07
F -1.13418 -1.53342 -5.74098 -0.03 0.02 0.05
F -1.10371 1.15470 -5.59559 -0.04 0.00 0.05
C 1.27471 4.54982 -2.31794 -0.01 -0.09 0.01
S 1.19347 3.18587 -1.13197 0.51 0.04 0.07
O 0.13199 2.29838 -1.66145 -0.38 0.59 -0.32
C 2.74196 2.41349 -1.60224 -0.12 0.17 0.11
C 3.83564 2.54646 -0.76536 0.06 -0.13 -0.06
C 5.02291 1.91536 -1.11469 -0.03 0.04 0.03
C 5.08779 1.16645 -2.28028 0.01 -0.03 -0.03
C 3.97105 1.02589 -3.09492 -0.01 0.01 -0.03
C 2.78009 1.64509 -2.75452 0.05 0.02 0.05
H 1.28150 4.11715 -3.31809 0.01 0.02 0.00
H 2.16843 5.14745 -2.14179 0.00 -0.01 0.02
H 0.37719 5.15043 -2.17414 0.00 0.01 -0.01
H 3.74314 3.09236 0.16583 0.02 0.02 0.00
H 5.88592 1.98472 -0.46492 -0.01 0.01 0.01
H 6.00973 0.66227 -2.54281 0.00 0.00 0.00
H 4.02178 0.40667 -3.98147 -0.01 0.01 0.00
H 1.87330 1.50192 -3.33153 0.02 -0.01 -0.03
```
Forces are in eV/Å.

Calculated values
Lowest unoccupied orbital energy (spin up / spin down), eV: 2.05 / 0.50
Total charge: -1
DFT total energy, eV: -93598.8499
ΔE to the lowest compared entry with this formula, charge and spin, kcal/mol: 17.6
Expectation value of S²: 0.79
F_max, eV/A: 1.3
Orbital gap (spin up / spin down), hartree: 0.258 / 0.201
HOMO (spin up / spin down), Ha: -0.1824 / -0.1822
Multiplicity: 2

---

Below is 5 unconnected molecules or ions with the total composition C10H18Br6N2 at a distorted geometry, with properties calculated with ωB97M-V/def2-TZVPD.

```
36
Properties=species:S:1:pos:R:3:forces:R:3
Br -0.81228 2.28200 6.85710 -0.11 0.15 0.32
C -0.22911 1.43301 5.19254 1.25 1.46 0.94
C -0.94634 0.17986 5.09448 0.24 -1.77 0.33
Br -0.61754 -0.61870 3.33879 -0.18 -0.07 0.21
H 0.86188 1.31174 5.39378 -0.87 0.35 -1.02
H -0.59721 2.12133 4.43107 0.85 0.02 -0.11
H -1.96914 0.37284 5.26687 -1.36 -0.12 -0.48
H -0.64605 -0.54238 5.85272 0.17 -0.06 -0.22
Br -5.01323 -0.07980 -5.41990 0.01 0.01 -0.36
C -4.50532 -0.93168 -3.75112 -2.00 -0.72 -0.23
C -3.07340 -1.15831 -3.74516 1.78 -0.90 1.39
Br -2.53927 -1.92519 -1.91347 -0.38 0.34 -0.79
H -5.09220 -1.86561 -3.67619 0.40 0.47 -0.13
H -4.87960 -0.25839 -3.01696 0.09 0.47 0.73
H -2.47315 -0.25043 -3.76566 -0.03 -0.25 -0.42
H -2.77549 -1.98604 -4.39194 0.15 0.61 -0.15
Br -2.12022 2.14035 -1.83354 0.06 -0.37 0.08
C -1.49716 1.22953 -0.23167 -0.20 -0.37 0.70
C -1.04059 2.22280 0.81836 0.29 -1.24 0.46
Br -2.51554 3.17051 1.71801 0.60 -0.23 -0.42
H -0.67022 0.52657 -0.44693 -0.27 0.65 -0.34
H -2.30200 0.60287 0.18015 0.04 0.37 -0.42
H -0.30079 2.89783 0.40151 -0.21 0.39 0.23
H -0.57396 1.58074 1.59855 -0.25 0.78 -0.33
C 2.78418 -2.81261 1.30692 -1.39 1.24 -2.14
C 2.73278 -1.52456 0.46990 -0.25 -1.79 1.34
N 2.48363 -0.62740 -0.19985 0.27 0.17 -0.07
H 3.04748 -3.62739 0.63755 0.53 0.01 0.20
H 1.75508 -3.02504 1.58042 -0.27 0.16 0.04
H 3.31543 -2.76104 2.21645 1.06 0.24 0.63
C 4.94858 -0.18885 -3.22029 0.78 1.27 -2.64
C 5.15042 1.27191 -3.35853 -0.62 -2.50 0.32
N 5.35774 2.37254 -3.51703 0.36 2.11 -0.22
H 4.94435 -0.56747 -4.27662 0.25 0.13 0.86
H 3.98034 -0.41450 -2.86563 -0.73 -0.32 1.13
H 5.82790 -0.55104 -2.72466 -0.06 -0.67 0.59
```
Forces are in eV/Å.

Calculated values
Lowest unoccupied orbital energy, eV: 0.03
Total charge: 0
DFT total energy, eV: -433896.0511
ΔE to the lowest compared entry with this formula, charge and spin, kcal/mol: 6.2
SMILES string: BrCCBr.BrCCBr.BrCCBr.CC#N.CC#N
F_max, eV/A: 3.0
Orbital gap, hartree: 0.373
HOMO, Ha: -0.3725

---

Below is a molecular structure, C11H14N4OTl, with properties calculated with ωB97M-V/def2-TZVPD.

```
31
Properties=species:S:1:pos:R:3:forces:R:3
Tl -0.71046 -0.61588 -0.43702 -0.04 -0.08 -0.10
N -0.15059 0.06068 2.20405 -0.07 0.00 0.00
C -0.03018 -1.24027 2.77982 -0.10 -0.09 -0.03
C -1.13718 -2.08422 2.78721 0.00 0.11 -0.01
C -1.02462 -3.37307 3.28407 -0.01 -0.03 0.01
C 0.19246 -3.83390 3.76302 0.00 -0.03 0.01
C 1.29517 -2.99330 3.74871 -0.01 -0.02 0.01
C 1.18775 -1.69935 3.26090 0.08 0.03 -0.05
H 0.60401 0.66978 2.49240 -0.01 0.06 -0.02
H -1.03001 0.49692 2.45483 0.03 0.06 0.10
H -2.09442 -1.71921 2.42763 0.00 -0.03 0.01
H -1.89338 -4.01785 3.30024 0.00 0.01 -0.01
H 0.27932 -4.83960 4.15045 0.00 0.01 0.00
H 2.24587 -3.34321 4.12855 0.00 0.02 -0.01
H 2.05443 -1.04725 3.26351 -0.02 0.01 0.00
C -2.46738 3.55168 -3.12684 -0.23 -0.04 -0.02
N -1.13948 3.24902 -2.60064 -0.04 -0.07 0.09
C -0.06515 4.02694 -2.85820 0.23 -0.01 0.06
C 1.16054 3.73526 -2.36404 0.01 0.08 -0.05
C 1.27268 2.56762 -1.56010 -0.21 -0.03 -0.07
N 0.21652 1.80262 -1.30709 0.24 0.00 0.11
C -1.00650 2.11959 -1.80175 0.02 0.02 -0.12
O -1.99335 1.41388 -1.57256 0.05 -0.03 0.10
N 2.45042 2.20655 -1.03388 -0.04 0.01 -0.02
H -2.41998 4.44955 -3.73567 0.08 0.02 0.02
H -3.16663 3.70005 -2.30649 0.03 0.02 0.00
H -2.82842 2.72054 -3.72874 0.05 0.00 0.00
H -0.23467 4.89473 -3.47994 -0.06 -0.01 -0.01
H 2.01426 4.35887 -2.57909 -0.03 0.02 0.00
H 3.29020 2.72253 -1.22455 -0.01 0.00 0.00
H 2.50898 1.36301 -0.49269 0.05 -0.01 0.01
```
Forces are in eV/Å.

Calculated values
Lowest unoccupied orbital energy, eV: -3.01
Total charge: +1
DFT total energy, eV: -24331.9845
F_max, eV/A: 0.3
Orbital gap, hartree: 0.310
HOMO, Ha: -0.4206

---

- The lowest F_max belongs to which entry?
  C11H14N4OTl

---

- Which value of DFT total energy does entry 3 give?
  -433896.0511 eV

---

Copy entry 4 word for word.
Below is a molecular structure, C11H14N4OTl, with properties calculated with ωB97M-V/def2-TZVPD.

```
31
Properties=species:S:1:pos:R:3:forces:R:3
Tl -0.71046 -0.61588 -0.43702 -0.04 -0.08 -0.10
N -0.15059 0.06068 2.20405 -0.07 0.00 0.00
C -0.03018 -1.24027 2.77982 -0.10 -0.09 -0.03
C -1.13718 -2.08422 2.78721 0.00 0.11 -0.01
C -1.02462 -3.37307 3.28407 -0.01 -0.03 0.01
C 0.19246 -3.83390 3.76302 0.00 -0.03 0.01
C 1.29517 -2.99330 3.74871 -0.01 -0.02 0.01
C 1.18775 -1.69935 3.26090 0.08 0.03 -0.05
H 0.60401 0.66978 2.49240 -0.01 0.06 -0.02
H -1.03001 0.49692 2.45483 0.03 0.06 0.10
H -2.09442 -1.71921 2.42763 0.00 -0.03 0.01
H -1.89338 -4.01785 3.30024 0.00 0.01 -0.01
H 0.27932 -4.83960 4.15045 0.00 0.01 0.00
H 2.24587 -3.34321 4.12855 0.00 0.02 -0.01
H 2.05443 -1.04725 3.26351 -0.02 0.01 0.00
C -2.46738 3.55168 -3.12684 -0.23 -0.04 -0.02
N -1.13948 3.24902 -2.60064 -0.04 -0.07 0.09
C -0.06515 4.02694 -2.85820 0.23 -0.01 0.06
C 1.16054 3.73526 -2.36404 0.01 0.08 -0.05
C 1.27268 2.56762 -1.56010 -0.21 -0.03 -0.07
N 0.21652 1.80262 -1.30709 0.24 0.00 0.11
C -1.00650 2.11959 -1.80175 0.02 0.02 -0.12
O -1.99335 1.41388 -1.57256 0.05 -0.03 0.10
N 2.45042 2.20655 -1.03388 -0.04 0.01 -0.02
H -2.41998 4.44955 -3.73567 0.08 0.02 0.02
H -3.16663 3.70005 -2.30649 0.03 0.02 0.00
H -2.82842 2.72054 -3.72874 0.05 0.00 0.00
H -0.23467 4.89473 -3.47994 -0.06 -0.01 -0.01
H 2.01426 4.35887 -2.57909 -0.03 0.02 0.00
H 3.29020 2.72253 -1.22455 -0.01 0.00 0.00
H 2.50898 1.36301 -0.49269 0.05 -0.01 0.01
```
Forces are in eV/Å.

Calculated values
Lowest unoccupied orbital energy, eV: -3.01
Total charge: +1
DFT total energy, eV: -24331.9845
F_max, eV/A: 0.3
Orbital gap, hartree: 0.310
HOMO, Ha: -0.4206

---

- What is the DFT total energy in the second record?
  -93598.8499 eV